The following is a quantum chemistry calculation of C10H21ClNO2P2SeZr as an isolated structure in a non-equilibrium geometry, from the OMol25 dataset.

Atoms and positions in Å:
C: -3.11 -2.19 -1.01
C: -2.32 -1.57 -0.06
H: -4.19 -2.16 -0.74
H: -2.73 -3.22 -1.04
H: -2.91 -1.69 -1.98
O: -2.08 -0.88 0.86
Cl: -0.02 -1.49 -1.21
Zr: 1.20 0.50 -0.04
P: 0.96 -1.39 1.80
C: 0.70 -1.01 3.55
C: 0.11 -3.01 1.76
H: 0.62 -3.69 2.44
H: 2.79 -2.81 2.48
H: 0.12 -3.44 0.76
H: 2.92 -2.36 0.75
H: -0.35 -0.76 3.70
H: -0.93 -2.90 2.10
C: 2.68 -1.99 1.76
H: 0.96 -1.88 4.17
H: 3.36 -1.17 2.02
H: 1.33 -0.16 3.85
P: -0.51 1.76 -1.65
C: -1.16 3.41 -1.27
C: 0.71 2.13 -2.96
H: -1.65 0.15 -3.10
H: -2.07 1.84 -3.48
H: -2.79 1.05 -2.06
C: -1.88 1.12 -2.66
H: 1.21 1.20 -3.27
H: 0.19 2.57 -3.80
H: -1.53 3.89 -2.19
H: -0.37 4.04 -0.84
H: 1.46 2.83 -2.57
H: -1.99 3.33 -0.56
C: -0.15 1.53 1.22
O: -1.08 1.93 1.84
Se: 5.40 3.04 0.87
C: 4.04 2.06 0.42
N: 3.06 1.41 0.15

For the largest force on an atom, the calculation gives 0.1869 hartree/bohr. As for the HOMO energy (alpha / beta): -17.7403 / -17.7478 eV. Its charge is +3. The HOMO-LUMO gap (alpha / beta) comes out at 5.1 / 5.2 eV. The value obtained for the total energy is -113993.8992 eV. As for the relative energy (zero: lowest compared OMol25 entry of this formula, charge and spin): 0.0 kJ/mol. Its LUMO energy (alpha / beta) is -12.59 / -12.59 eV.

=====

The following is a quantum chemistry calculation of C10H21INO2P2PtS as an isolated structure in a non-equilibrium geometry, from the OMol25 dataset.

Atoms and positions in Å:
C: -0.33 6.36 -4.62
C: -0.65 4.93 -4.32
H: -0.76 6.64 -5.59
H: 0.75 6.49 -4.62
H: -0.75 7.00 -3.83
O: -1.28 4.15 -4.99
I: 0.18 4.29 -2.36
Pt: 0.01 0.18 -0.09
P: -1.91 0.81 1.09
C: -3.35 -0.31 1.14
C: -1.61 1.21 2.84
H: -2.51 1.65 3.29
H: -3.39 2.72 0.97
H: -0.77 1.92 2.89
H: -1.74 3.08 0.36
H: -3.09 -1.25 1.64
H: -1.33 0.30 3.39
C: -2.55 2.34 0.38
H: -4.19 0.17 1.68
H: -2.88 2.16 -0.65
H: -3.68 -0.55 0.12
P: 2.04 -0.52 -1.02
C: 2.16 -2.17 -1.81
C: 2.51 0.64 -2.32
H: 3.47 0.48 0.62
H: 4.39 -0.67 -0.40
H: 3.31 -1.27 0.91
C: 3.44 -0.50 0.14
H: 2.50 1.65 -1.91
H: 3.51 0.40 -2.71
H: 3.16 -2.30 -2.26
H: 1.40 -2.25 -2.60
H: 1.78 0.59 -3.14
H: 1.98 -2.96 -1.08
C: -0.77 -1.65 -0.41
O: -1.31 -2.66 -0.76
S: 0.12 -1.71 1.31
C: 0.16 -3.10 2.24
N: 0.22 -4.07 2.97

Its multiplicity is 5. For the largest force on an atom, the calculation gives 0.1549 hartree/bohr. As for the HOMO energy (alpha / beta): -18.0226 / -19.3349 eV. Its charge is +3. The HOMO-LUMO gap (alpha / beta) comes out at 8.3 / 5.2 eV. The value obtained for the total energy is -57020.4014 eV. As for the relative energy (zero: lowest compared OMol25 entry of this formula, charge and spin): 123.3 kJ/mol. Its LUMO energy (alpha / beta) is -9.75 / -14.10 eV.

=====

The following is a quantum chemistry calculation of C10H21KO6PS as an isolated structure in a non-equilibrium geometry, from the OMol25 dataset.

Atoms and positions in Å:
C: -3.41 4.32 0.47
C: -4.02 2.83 0.45
O: -2.88 1.94 0.58
C: -3.14 0.68 0.11
O: -4.22 0.27 -0.35
C: -1.92 -0.34 0.15
C: -1.66 -0.82 1.66
C: -0.71 -2.10 1.66
O: 0.55 -1.91 2.32
P: 1.70 -1.20 1.30
O: 3.01 -1.16 2.08
O: 1.13 0.38 0.99
S: 1.66 1.49 2.16
O: 1.76 -2.15 -0.07
C: 2.94 -1.93 -0.88
C: 2.55 -2.44 -2.35
C: 3.38 -0.41 -1.02
C: 4.50 -0.18 -2.15
H: -2.29 4.31 0.64
H: -3.59 4.83 -0.52
H: -3.91 4.96 1.26
H: -4.55 2.72 -0.53
H: -4.68 2.71 1.35
H: -1.04 0.24 -0.28
H: -2.08 -1.21 -0.54
H: -1.20 0.00 2.26
H: -2.67 -1.15 2.05
H: -1.25 -2.91 2.24
H: -0.64 -2.48 0.60
H: 0.78 1.46 3.24
H: 3.84 -2.54 -0.56
H: 1.94 -3.37 -2.21
H: 3.45 -2.56 -3.02
H: 1.86 -1.63 -2.76
H: 2.46 0.16 -1.34
H: 3.83 0.02 -0.08
H: 5.49 -0.64 -1.87
H: 4.68 0.94 -2.14
H: 4.15 -0.43 -3.18
K: -5.82 -0.73 -1.75

For the largest force on an atom, the calculation gives 0.0920 hartree/bohr. As for the HOMO energy: -11.4559 eV. Its charge is +1. The HOMO-LUMO gap comes out at 7.7 eV. The value obtained for the total energy is -59439.8452 eV. Its LUMO energy is -3.78 eV.